No. 1
27
Properties=species:S:1:pos:R:3:forces:R:3:lowdin_charge:R:1 method="wB97M-V/def2-TZVPD" charge=0 e_homo_ev=-8.679 homo_lumo_gap_ev=9.347 total_energy_ev=-17094.00040
O 0.921712 1.324762 -0.719768 -0.5 -1.2 1.0 -0.052
N 1.531190 0.970250 1.572579 0.9 2.4 1.3 0.143
N 2.714606 -1.787637 -0.817008 -2.9 0.3 1.4 0.159
N 0.115243 -1.722961 1.351145 -0.8 -0.2 1.5 0.029
C -1.329291 -2.591350 -0.871107 1.1 -0.5 1.3 -0.045
C -1.924761 -0.765119 0.436332 -0.9 -1.9 0.7 -0.065
C -1.349018 -1.970974 1.365306 -0.1 0.1 -2.0 -0.239
C 1.650844 -1.583176 -0.352451 3.7 -0.5 -2.9 -0.170
C -0.925843 -1.098675 -0.690329 0.2 -0.6 -0.2 -0.203
C -1.507390 -3.093892 0.370531 -2.2 -0.9 -1.1 -0.055
C 0.401230 -1.107302 0.139555 0.7 3.8 -0.3 -0.323
C 1.554904 2.553534 -0.815851 2.0 1.2 -0.4 -0.276
C 1.039530 0.742173 0.463991 -1.8 -4.3 -1.4 -0.339
C 0.491046 3.630119 -0.986028 -1.3 0.5 0.7 -0.067
H -2.977170 -0.968764 -0.011259 1.7 0.7 1.4 0.147
H -1.708620 -2.194646 2.345863 -0.4 0.3 0.6 0.129
H 0.479639 -1.116596 2.069588 -0.1 0.0 0.7 0.103
H 0.808155 4.530860 -1.622018 -0.5 -1.4 1.2 0.100
H 2.066732 2.492832 -1.763438 0.4 0.1 -0.4 0.115
H -2.050923 -4.067122 0.578810 1.4 1.0 -0.1 0.126
H -1.789899 0.088666 1.086276 -0.2 1.0 -0.7 0.101
H -0.025916 3.919695 -0.009618 1.0 0.0 -1.1 0.091
H 1.959673 1.957028 1.789288 -1.1 -2.4 -0.7 0.115
H 2.396881 2.531989 -0.033400 -1.4 1.0 -1.0 0.137
H -1.241267 -3.207754 -1.759610 -0.2 0.4 -0.1 0.104
H -0.963775 -0.520001 -1.628624 0.3 -0.1 0.7 0.144
H -0.337512 3.054059 -1.488755 0.8 0.9 0.0 0.089

No. 2
13
Properties=species:S:1:pos:R:3:forces:R:3:lowdin_charge:R:1 method="wB97M-V/def2-TZVPD" charge=0 e_homo_ev=-7.726 homo_lumo_gap_ev=8.637 total_energy_ev=-7797.02534
O 0.327096 -1.580706 1.513673 0.2 0.0 -0.1 0.064
N -1.638654 -0.512380 1.142322 -0.1 0.0 0.1 0.146
C -0.291672 -0.548375 0.882682 -0.1 0.2 -0.2 -0.428
C 0.071831 1.320740 -0.905612 -0.2 0.2 -0.1 -0.132
C 0.382566 0.321189 0.117517 -0.2 -0.2 0.1 -0.226
C 1.091341 0.217813 -1.174141 0.2 0.0 -0.2 -0.114
H -0.876332 1.327080 -1.443360 0.2 -0.1 0.0 0.093
H -2.198026 -0.253853 0.342833 0.0 0.1 0.2 0.099
H -1.994876 -1.310741 1.645995 0.1 0.1 0.1 0.100
H 0.741951 -0.583095 -1.827772 0.2 0.1 0.1 0.100
H 0.484612 2.318017 -0.748965 -0.1 -0.2 0.0 0.094
H 2.137238 0.477269 -1.321774 -0.1 0.1 0.1 0.087
H 1.263491 -1.335904 1.524590 -0.1 -0.2 0.0 0.117

No. 3
18
Properties=species:S:1:pos:R:3:forces:R:3:lowdin_charge:R:1 method="wB97M-V/def2-TZVPD" charge=0 e_homo_ev=-8.829 homo_lumo_gap_ev=9.747 total_energy_ev=-8898.16358
O -2.820866 1.544904 1.109218 0.0 0.0 0.1 -0.072
N 0.392274 0.232932 2.154486 -0.2 1.1 -0.4 -0.003
C 1.119625 0.983303 1.149736 -0.1 -0.8 -0.4 -0.288
C 0.835230 0.468299 -0.248559 0.4 0.4 0.5 -0.101
C -0.476975 -1.372310 -2.804852 1.4 -1.1 -0.6 0.006
C 0.615026 -0.803950 -0.566214 0.6 1.6 -0.6 -0.131
C 0.559105 -1.349312 -1.947661 -0.4 0.8 0.7 -0.190
H 2.217403 0.889377 1.230004 -0.1 0.2 0.3 0.109
H 0.869692 2.044688 1.216530 0.0 -0.1 0.0 0.104
H -1.188243 -0.616524 -3.100955 -0.8 -0.2 1.3 0.058
H -3.561122 1.171459 1.599249 0.1 0.0 -0.1 0.029
H -0.457178 -2.279679 -3.414646 0.3 0.8 -1.0 0.048
H 0.541508 0.530184 3.098972 0.0 -0.6 0.2 0.067
H 1.013357 1.241152 -0.991417 -0.4 -0.3 -0.3 0.110
H 0.120517 -0.700579 1.924325 0.2 -0.2 0.4 0.047
H 0.709921 -1.553103 0.214758 -0.4 -0.2 -0.1 0.102
H 1.549688 -1.709263 -2.232711 -0.6 -1.5 0.1 0.101
H -2.038961 1.278422 1.609740 0.1 -0.1 -0.1 0.004

No. 4
65
Properties=species:S:1:pos:R:3:forces:R:3:lowdin_spin:R:1 method="wB97M-V/def2-TZVPD" charge=+1 e_homo_ev="-11.845 / -11.843" homo_lumo_gap_ev="8.268 / 7.341" multiplicity=3 total_energy_ev=-62353.39609
Pd -6.646258 -18.468930 -0.860781 0.1 -1.1 -0.4 1.477
S -7.168282 -15.295235 -0.650377 -1.2 -0.7 -0.1 0.009
O -3.684292 -17.879379 -0.891287 0.6 0.3 -0.1 0.014
O -6.821422 -16.448704 -1.504030 0.1 1.0 -0.6 0.047
O -5.304459 -17.641970 0.561506 -0.9 0.0 0.9 0.179
O -8.354803 -15.502999 0.157651 0.6 0.2 -0.6 0.000
N -5.411610 -19.141287 -2.814151 -0.2 1.0 0.1 0.065
N -6.012735 -14.946034 0.394186 -0.1 0.8 -0.4 0.000
N -3.731370 -20.170912 -4.677937 0.2 -1.2 0.8 0.000
N -10.617364 -20.637284 1.754941 1.6 -1.4 0.0 -0.001
N -8.487690 -19.301461 0.425869 -1.3 -0.3 1.1 0.051
N -4.648275 -27.221485 0.536587 1.3 -1.1 0.4 0.000
N -6.614536 -20.669744 -0.821492 1.1 0.5 -0.3 0.067
C -5.404672 -24.604381 0.077500 0.6 0.8 -0.7 0.001
C -5.777484 -23.190309 -0.235980 0.5 -1.0 0.5 0.005
C -5.863578 -26.969619 0.195293 -0.2 3.1 -0.5 0.000
C -9.471291 -21.292219 1.423958 0.2 2.1 -1.0 0.002
C -5.188924 -22.475259 -1.268652 1.8 -1.8 -0.1 0.000
C -3.690055 -15.866483 0.517815 -1.0 0.4 -1.0 0.009
C -5.590835 -21.216895 -1.541841 -1.3 1.0 0.3 0.010
C -8.422401 -20.619232 0.740873 0.6 -0.4 0.1 0.005
C -4.198628 -17.261866 0.028885 0.5 0.6 -1.0 0.014
C -4.221692 -20.937901 -3.686959 0.6 0.6 0.4 0.003
C -7.322474 -13.863767 -1.692500 0.4 0.5 -0.6 0.004
C -7.168551 -21.313230 0.198825 -0.8 0.1 -0.4 0.011
C -7.019638 -13.713988 -3.085702 -1.3 0.2 1.2 0.000
C -7.759156 -12.766381 -0.948872 0.5 -0.9 0.0 0.001
C -4.081129 -24.936095 0.369302 0.4 2.3 0.9 0.000
C -4.029268 -18.882845 -4.705336 -0.5 -0.2 -1.4 0.002
C -7.942367 -11.562365 -1.592689 -0.3 -1.0 2.4 0.000
C -4.922204 -18.355306 -3.823234 -1.4 -0.6 2.0 0.004
C -3.773440 -26.215322 0.694117 -0.9 -0.5 -0.4 0.000
C -4.634868 -14.711043 -0.062893 0.4 -2.0 1.5 0.000
C -10.650383 -19.350942 1.493865 -1.3 0.5 0.9 0.002
C -7.978978 -10.065174 -3.524928 -0.5 -0.7 -0.5 0.000
C -6.296023 -25.613222 0.010343 -2.0 -2.3 0.1 0.001
C -7.311770 -12.471952 -3.693210 1.2 -1.6 1.5 0.000
C -7.728952 -11.415761 -2.912506 -0.2 1.2 -1.3 0.000
C -5.057379 -20.433880 -2.669248 0.7 1.8 -1.9 0.006
C -9.602335 -18.688757 0.849305 0.0 0.0 -0.3 0.004
C -6.712516 -22.589441 0.541625 -1.4 1.3 -0.3 0.001
H -8.457199 -10.267353 -4.490510 0.1 0.4 0.0 0.000
H -2.835422 -26.492070 1.077398 1.2 -0.2 0.3 0.000
H -4.311947 -13.738755 0.220911 0.3 0.7 1.0 0.000
H -7.032568 -9.554149 -3.724182 -0.3 0.3 0.3 0.000
H -7.202359 -23.116230 1.308250 -0.3 -0.6 1.0 0.000
H -2.699108 -15.611043 0.154227 0.2 -0.5 0.1 0.001
H -3.711327 -15.868363 1.605290 0.0 0.3 0.1 0.000
H -3.855322 -21.953494 -3.599425 -0.1 -0.1 -0.5 0.001
H -11.594265 -18.849359 1.903331 1.6 -0.3 -1.0 0.000
H -7.032167 -12.254390 -4.690185 0.0 -0.2 -1.0 0.000
H -6.211812 -15.424965 1.271655 0.5 0.1 -0.2 0.000
H -6.537697 -27.741053 -0.044083 -0.7 -1.1 0.1 0.000
H -3.725344 -18.293780 -5.581385 0.3 -0.3 0.5 0.000
H -7.866842 -12.902530 0.131058 -0.2 0.3 -0.4 0.000
H -6.720185 -14.589267 -3.632446 0.3 0.0 -0.3 0.000
H -7.382418 -25.512785 -0.146007 0.7 0.4 -0.2 0.000
H -4.334811 -22.978347 -1.764013 -0.8 0.6 0.0 0.000
H -8.258765 -10.776858 -0.952044 -0.3 0.9 0.1 0.000
H -8.702621 -9.524427 -2.897229 0.6 0.2 -0.3 0.000
H -4.564542 -14.612563 -1.126776 -0.3 -0.7 -0.9 0.000
H -3.418877 -24.061779 0.576761 -0.1 -1.1 -0.4 0.000
H -9.733347 -17.649836 0.638908 0.3 0.6 -0.2 0.000
H -9.374023 -22.333571 1.636466 -0.2 -0.5 0.2 0.000
H -5.317741 -17.332540 -3.945583 0.3 -0.7 0.5 0.000

No. 5
53
Properties=species:S:1:pos:R:3:forces:R:3:lowdin_charge:R:1 method="wB97M-V/def2-TZVPD" charge=0 e_homo_ev=-8.685 homo_lumo_gap_ev=9.207 total_energy_ev=-47456.52093
S -3.698673 -0.586125 1.467288 -0.1 0.1 -0.6 1.049
F 5.511842 -3.260914 0.720601 -0.1 0.2 -0.1 0.083
F 5.787507 -0.563201 0.618515 -0.1 -0.2 0.0 0.082
O -0.027759 2.225714 1.476366 -0.3 0.2 0.0 0.039
O 0.334360 0.946576 -2.548285 0.2 -0.3 -0.3 0.049
N 1.686856 1.155826 2.456544 -0.1 0.0 0.4 0.088
N 3.273655 1.820290 0.176948 0.0 0.1 0.1 -0.107
N -4.122078 -0.106931 -1.007647 -0.4 0.0 -0.8 0.100
N -1.142574 2.081970 -1.265458 -0.5 0.1 0.1 0.078
C 4.033784 1.127620 -0.854631 0.1 0.0 0.0 -0.107
C -2.991102 0.575199 -0.676580 0.5 0.1 0.6 -0.362
C 4.791216 -1.154788 -0.076868 -0.1 -0.1 -0.1 -0.170
C 4.656882 -2.535072 -0.023570 0.0 0.0 0.0 -0.207
C 3.923212 -0.380059 -0.838298 0.1 -0.2 0.1 -0.133
C -5.846279 -1.595037 -0.080920 -0.2 -0.2 0.1 -0.429
C -6.902063 -1.053336 0.884283 0.0 0.0 -0.2 -0.078
C 3.805480 1.751954 1.519268 0.1 0.0 0.4 -0.149
C 2.923584 -1.032830 -1.555544 0.1 0.0 0.0 -0.034
C 3.648178 -3.170045 -0.724755 0.2 0.1 0.1 -0.002
C 1.207600 2.525751 -0.972213 -0.1 -0.4 0.1 -0.023
C -2.607363 0.439111 0.620533 -0.1 -0.1 0.0 -0.345
C 2.784908 -2.409138 -1.493277 0.0 0.0 0.0 -0.060
C -2.313084 1.386228 -1.738329 -0.1 -0.1 -0.3 -0.113
C 1.836753 1.597824 0.084654 -0.1 0.3 -0.4 -0.202
C -4.615653 -0.759087 -0.020712 0.2 -0.1 0.7 -0.565
C -5.512800 -3.052460 0.242594 -0.1 0.1 -0.2 -0.078
C 1.082740 1.727595 1.401606 0.1 -0.2 0.1 -0.423
C 0.096794 1.770303 -1.683633 0.2 0.6 0.2 -0.488
C 3.062474 0.726836 2.385522 0.5 0.0 -0.3 -0.138
H 5.077157 1.429215 -0.743215 -0.1 0.0 -0.1 0.130
H -4.764447 -3.434126 -0.448053 0.1 -0.1 0.0 0.083
H 1.638526 0.551418 -0.214935 0.0 0.1 0.1 0.151
H 4.869949 1.527126 1.484509 0.0 0.0 0.0 0.115
H 2.250952 -0.456715 -2.175519 -0.1 0.1 0.0 0.101
H -3.036434 2.102269 -2.147308 0.1 -0.1 0.0 0.130
H -5.124791 -3.133021 1.256079 0.0 -0.1 0.1 0.067
H 1.966718 2.799221 -1.702872 -0.1 -0.1 0.0 0.122
H 0.831040 3.428910 -0.494412 0.1 0.0 0.0 0.122
H -1.233834 2.633817 -0.423996 0.2 0.0 -0.1 0.129
H 3.485851 0.682927 3.389091 -0.1 0.0 0.0 0.127
H -1.774323 0.879915 1.129270 0.2 0.2 0.0 0.038
H 1.214595 1.204117 3.346783 -0.1 0.0 -0.1 0.154
H 3.561918 -4.242947 -0.664554 0.0 -0.1 0.0 0.120
H -1.991854 0.726255 -2.551050 -0.1 0.1 0.1 0.128
H 1.999082 -2.892131 -2.051895 -0.1 -0.1 -0.1 0.111
H 3.674711 1.484276 -1.822771 0.1 0.0 0.0 0.126
H -6.406009 -3.666910 0.161643 -0.1 -0.1 0.0 0.078
H -7.139270 -0.018606 0.648113 0.0 0.1 0.0 0.083
H -6.222532 -1.527749 -1.106571 0.1 0.0 0.1 0.139
H -7.812228 -1.643516 0.812261 -0.1 -0.1 0.0 0.078
H -6.535431 -1.101355 1.907702 0.0 0.0 0.1 0.067
H 3.676698 2.738498 1.984152 0.1 -0.1 0.1 0.129
H 3.125581 -0.270639 1.933525 0.1 0.1 0.1 0.119

No. 6
7
Properties=species:S:1:pos:R:3:forces:R:3:lowdin_charge:R:1 method="wB97M-V/def2-TZVPD" charge=0 e_homo_ev=-9.999 homo_lumo_gap_ev=9.689 total_energy_ev=-16683.63801
S 3.390444 -0.908255 1.245159 0.1 -0.7 -1.7 0.736
F 3.485025 -1.502876 -0.342601 -0.1 0.5 1.6 -0.570
O 0.098104 1.604759 -0.999542 0.3 -0.2 -0.2 -0.037
C -0.584960 0.618194 -0.906398 0.2 0.7 0.9 -0.147
H 3.069397 0.325552 0.845364 0.0 0.2 0.0 -0.168
H -0.115940 -0.297761 -0.397112 -1.1 0.6 -0.9 0.097
H -1.664039 0.775994 -1.194313 0.6 -1.2 0.2 0.090